(1)
Entry from the OMol25 dataset: a 4-piece molecular cluster, C28H66NO16P3S overall at a distorted geometry (wB97M-V/def2-TZVPD).

Properties
DFT total energy	-3787.349310	hartree
frontier orbital gap	0.3615	Ha
charge	0
molar mass	797.8	g/mol

Geometry (Å):
C 9.59008 2.09877 -0.82227
O 8.39133 1.74135 -1.49929
C 8.64133 1.25846 -2.80198
C 7.37201 0.56357 -3.28808
C 7.27248 -0.86527 -2.70578
C 6.13183 -1.00439 -1.67041
C 4.83413 -1.33854 -2.41054
C 3.55080 -1.03063 -1.60265
C 2.48275 -0.61083 -2.59184
O 1.23493 -0.31521 -1.91325
S 0.31521 0.62862 -2.88048
O 0.39803 0.19420 -4.25286
O -1.23784 0.29498 -2.41123
C -2.10879 1.13474 -3.18529
C -1.90451 2.62104 -2.99781
N -2.88255 3.39150 -3.24295
H 10.34423 2.46439 -1.52395
H 9.34262 2.90451 -0.13267
H 9.95127 1.22423 -0.27417
H 9.44562 0.51073 -2.79175
H 8.93628 2.06323 -3.48872
H 6.50926 1.14599 -2.95280
H 7.33582 0.55780 -4.37854
H 8.22345 -1.21783 -2.30754
H 6.98753 -1.51927 -3.53583
H 6.35807 -1.80677 -0.96397
H 6.03079 -0.06201 -1.13040
H 4.81966 -2.34595 -2.82779
H 4.79721 -0.66220 -3.27764
H 3.73777 -0.28331 -0.83153
H 3.27710 -1.95937 -1.09297
H 2.83278 0.31092 -3.06728
H 2.37084 -1.39912 -3.33471
H -3.14504 0.91679 -2.93533
H -2.01263 0.92014 -4.25471
H -0.96062 3.05476 -2.66587
H -2.55670 4.34220 -3.07058
O -1.39209 -4.89837 2.64876
P -1.75766 -3.53015 2.19824
O -0.26057 -2.83394 2.18492
C 0.87219 -3.54086 1.69203
C 0.96568 -3.49703 0.17535
O -2.43295 -2.89481 3.54174
C -3.10650 -3.76094 4.46442
C -2.20067 -4.09478 5.63814
O -2.38984 -2.34197 1.29861
C -1.95257 -0.97955 1.60309
C -1.08894 -0.45254 0.47096
H 0.86780 -4.57408 2.04146
H 1.75096 -3.06222 2.12796
H 0.01439 -3.76823 -0.28826
H 1.73880 -4.18176 -0.17765
H 1.22612 -2.49598 -0.17016
H -3.44204 -4.67025 3.96722
H -3.99914 -3.24134 4.81452
H -1.17909 -4.30662 5.32544
H -2.57897 -4.95290 6.19528
H -2.14957 -3.24343 6.32101
H -1.42754 -0.93473 2.54970
H -2.84585 -0.36229 1.69681
H -0.50953 -1.24286 0.00572
H -0.41021 0.32132 0.83585
H -1.70524 -0.01790 -0.30615
O -6.27144 -0.04223 -8.60349
P -5.22219 0.95273 -8.30881
O -5.97394 2.28917 -7.78409
C -7.10583 2.19365 -6.92060
C -6.70320 1.98271 -5.47124
O -4.75631 1.42114 -9.80787
C -4.96650 0.56721 -10.93438
C -6.19697 0.98941 -11.71605
O -3.77722 1.19850 -7.68973
C -3.18967 2.51595 -7.69428
C -3.12739 3.06827 -6.28111
H -7.77879 1.40018 -7.24868
H -7.65114 3.13270 -7.01875
H -5.97701 1.17201 -5.37684
H -7.57751 1.74624 -4.86396
H -6.24673 2.88367 -5.05922
H -5.04997 -0.47217 -10.61974
H -4.07950 0.64055 -11.56565
H -7.02330 1.24188 -11.05323
H -6.51722 0.19915 -12.39645
H -5.98150 1.88016 -12.30932
H -3.72955 3.18703 -8.35613
H -2.18500 2.40337 -8.10026
H -3.96840 2.73562 -5.68034
H -3.10900 4.15837 -6.29166
H -2.22466 2.72364 -5.77892
O -1.10870 -1.00943 8.82155
P 0.19587 -0.41371 9.17013
O -0.11054 1.04374 9.81174
C -1.22333 1.23151 10.68464
C -0.91874 0.79206 12.10587
O 0.79079 0.00705 7.70483
C 0.32997 -0.64939 6.52012
C -0.70598 0.20019 5.80654
O 1.64550 -0.67645 9.77622
C 2.61043 0.39006 9.86323
C 2.84531 0.77683 11.31327
H -2.10486 0.71211 10.30644
H -1.45253 2.29736 10.66989
H -0.47805 -0.20712 12.12537
H -1.82869 0.78840 12.70654
H -0.21146 1.47454 12.57906
H -0.07517 -1.63242 6.75603
H 1.19114 -0.80752 5.86949
H -1.41335 0.65699 6.49730
H -1.25698 -0.38856 5.07024
H -0.21235 1.02069 5.28053
H 2.30375 1.24742 9.27126
H 3.53088 0.00673 9.42461
H 1.93744 0.66983 11.90181
H 3.19874 1.80546 11.38665
H 3.59743 0.13065 11.76796


(2)
Entry from the OMol25 dataset: a 7-piece molecular cluster, C28H67N2O6Si overall at a distorted geometry (wB97M-V/def2-TZVPD).

Properties
DFT total energy	-1957.275291	hartree
frontier orbital gap	0.2742	Ha
charge	+1
molar mass	555.9	g/mol

Geometry (Å):
C 4.36026 0.65482 1.41142
N 3.14773 1.34123 1.87574
C 2.43881 1.87980 0.70891
C 1.25625 2.74794 1.07779
C 1.53053 4.06305 1.44767
C 0.51895 4.93554 1.81732
C -0.76029 4.47440 1.78004
N -1.02108 3.21724 1.43109
C -0.06577 2.33842 1.08349
Si -0.55122 0.51952 0.64280
C 0.23086 -0.51694 2.03451
C -2.42281 0.21460 0.73634
C 0.08743 -0.01685 -1.04770
H 4.79143 1.11546 0.50221
H 5.14271 0.73741 2.17310
H 4.17546 -0.39744 1.16580
H 3.42358 2.10638 2.48389
H 2.20331 1.04425 0.04348
H 3.13632 2.52762 0.13992
H 2.57295 4.37883 1.46694
H 0.76658 5.94677 2.11904
H -1.56333 5.14738 2.05841
H -1.99776 2.91856 1.43481
H -0.06807 -0.01712 2.96809
H -0.07256 -1.56595 1.99818
H 1.31618 -0.36966 1.95231
H -2.95023 0.96567 1.33881
H -2.54576 -0.75349 1.23983
H -2.83539 0.11408 -0.27284
H 0.83124 0.64358 -1.50098
H 0.53955 -1.01069 -0.91007
H -0.77390 -0.19256 -1.70421
C 3.62342 1.72335 -5.49067
C 2.79070 1.80771 -4.22345
C 3.30018 2.90743 -3.30274
O 2.82489 0.55299 -3.53706
H 4.66282 1.48892 -5.25779
H 3.25312 0.92629 -6.13732
H 3.59848 2.66147 -6.04317
H 1.74707 1.99857 -4.48051
H 4.33147 2.70820 -2.99772
H 2.69780 2.95341 -2.39073
H 3.26584 3.88164 -3.79264
H 3.74181 0.36985 -3.30444
C 6.90800 4.49954 -8.23292
C 6.07869 4.57674 -6.96092
C 6.57991 5.67917 -6.04047
O 6.12513 3.32166 -6.27850
H 7.95179 4.27203 -7.99956
H 6.54306 3.70066 -8.87951
H 6.87292 5.43917 -8.78612
H 5.03286 4.75872 -7.21560
H 7.61328 5.48890 -5.73780
H 5.98119 5.71846 -5.12866
H 6.53521 6.65367 -6.52889
H 7.04409 3.14641 -6.04715
C 2.80624 -5.37284 2.09982
C 1.80250 -4.25381 2.33036
C 2.21840 -3.36377 3.49031
O 0.51511 -4.81081 2.59520
H 2.87981 -6.01249 2.98328
H 2.48849 -6.00669 1.27124
H 3.79786 -4.97615 1.87507
H 1.70908 -3.65329 1.42246
H 2.27192 -3.93877 4.41856
H 1.48487 -2.57208 3.64767
H 3.19273 -2.90517 3.30948
H 0.58253 -5.34566 3.39378
C -3.11482 5.58054 -0.90298
C -4.32424 4.83549 -0.35993
C -5.47687 5.78219 -0.07602
O -3.96367 4.14188 0.84618
H -2.75537 6.31632 -0.17602
H -2.29056 4.88904 -1.09484
H -3.35432 6.09994 -1.83051
H -4.63971 4.07738 -1.07690
H -5.19293 6.52298 0.67720
H -6.33279 5.23534 0.32009
H -5.78674 6.30735 -0.97957
H -3.68899 4.80425 1.48972
C -3.49335 -4.01796 1.69985
C -4.65242 -4.46410 0.82130
C -5.49219 -3.27819 0.36963
O -5.47168 -5.38356 1.53964
H -3.85917 -3.52325 2.60534
H -2.90565 -4.87753 2.02432
H -2.83427 -3.32709 1.16940
H -4.26880 -4.99482 -0.05097
H -5.92333 -2.76005 1.23122
H -6.32380 -3.61272 -0.25137
H -4.89490 -2.56474 -0.20226
H -5.81887 -4.92712 2.31444
C -4.05665 -8.40571 4.92260
C -5.34470 -7.74644 5.39101
C -6.45327 -7.90806 4.36325
O -5.11076 -6.35745 5.63229
H -3.70438 -7.94628 3.99435
H -3.26811 -8.27464 5.66528
H -4.19853 -9.47361 4.74940
H -5.65670 -8.18495 6.33982
H -6.17451 -7.43291 3.41773
H -7.36902 -7.42420 4.70663
H -6.66663 -8.96096 4.17248
H -4.83261 -5.96165 4.79916


(3)
Entry from the OMol25 dataset: a 12-piece molecular cluster, C28H69BF4N4O7 overall at a distorted geometry (wB97M-V/def2-TZVPD).

Properties
DFT total energy	-2277.818273	hartree
frontier orbital gap	0.3381	Ha
charge	0
ΔE to the lowest compared entry with this formula, charge and spin	93.4	kcal per mole
molar mass	660.7	g/mol

Geometry (Å):
C -105.46200 38.53588 -62.85782
C -105.14289 39.48477 -61.65017
C -104.10833 38.76900 -60.71007
N -103.80580 39.67789 -59.58015
C -105.13224 39.90491 -58.68843
C -103.28128 41.02854 -60.00017
C -102.34685 41.45188 -58.84683
C -102.03812 40.36588 -57.90756
C -102.70884 39.16028 -58.69328
H -104.49580 38.34585 -63.48544
H -106.09988 39.06712 -63.54866
H -105.93325 37.61502 -62.59286
H -106.14422 39.75385 -61.26592
H -104.73456 40.36542 -62.12983
H -103.39579 38.38858 -61.23219
H -104.78281 38.07787 -60.26535
H -105.50824 39.19624 -58.02939
H -106.08049 40.23260 -59.16690
H -105.13967 40.84101 -57.83300
H -104.08400 41.68905 -60.04540
H -102.55279 41.32050 -60.83782
H -102.88669 42.25843 -58.50427
H -101.60183 41.97123 -59.41805
H -102.46671 40.46386 -56.92352
H -100.87513 40.18987 -57.99357
H -103.06011 38.29652 -57.99902
H -102.05923 38.62868 -59.57543
B -106.59454 35.25603 -58.64708
F -107.64964 34.96428 -59.41546
F -105.46414 35.25529 -59.49917
F -106.89597 36.54991 -58.04532
F -106.55803 34.29049 -57.59671
C -103.36395 35.10729 -55.98520
C -102.35223 36.19503 -55.91625
N -101.62038 37.04392 -55.83581
H -102.94523 34.29447 -56.07788
H -103.83681 34.79368 -55.04320
H -104.12807 35.35769 -56.73318
C -108.08492 31.67772 -59.46307
C -109.27920 30.92699 -59.03778
N -110.31449 30.52909 -58.74331
H -108.44188 32.43777 -59.90793
H -107.45199 31.89648 -58.76456
H -107.49839 30.93668 -60.16268
C -107.12623 36.98591 -55.02966
C -106.33345 38.26823 -55.21901
N -105.64874 39.24694 -55.28872
H -107.42344 36.73856 -53.97960
H -108.18353 37.26902 -55.73979
H -106.79282 36.12678 -55.32020
C -109.86655 36.24218 -63.20168
C -109.11255 36.93785 -61.92131
O -109.80888 38.13563 -61.51603
H -110.95137 36.05039 -62.83692
H -109.73396 35.32520 -63.38753
H -109.85795 36.81891 -64.11928
H -108.11183 37.08659 -62.09401
H -109.14717 36.21178 -61.04044
H -109.49788 38.42878 -60.64536
C -103.08098 30.85572 -58.06213
C -104.30272 31.76301 -58.29688
O -104.66763 32.35543 -57.14892
H -103.35281 29.99022 -57.18361
H -102.26655 31.41998 -57.99706
H -103.08840 30.30312 -59.07909
H -105.31783 31.32714 -58.53370
H -104.29234 32.56215 -59.15308
H -105.41875 32.90984 -57.24099
C -112.00751 35.51397 -58.82803
C -111.08231 34.43517 -58.69372
O -110.10196 34.84798 -57.79487
H -112.85303 35.48623 -59.47608
H -111.79108 36.38996 -59.02529
H -112.56624 35.67668 -57.83060
H -110.50278 34.05805 -59.71089
H -111.64123 33.25166 -58.52828
H -109.39884 34.83832 -58.18128
C -106.27388 33.86945 -62.83798
C -104.77163 33.55769 -62.32503
O -104.22752 34.78450 -61.80705
H -106.54232 33.06635 -63.38701
H -106.22896 34.67921 -63.59657
H -106.78242 34.24888 -61.93910
H -104.12554 32.94709 -62.92117
H -104.67450 32.83165 -61.52857
H -104.52701 34.98612 -60.94233
C -101.89771 35.06849 -59.33304
C -100.50507 35.67916 -59.25927
O -100.50227 36.60917 -60.27577
H -102.71754 35.88010 -59.44062
H -102.08125 34.36405 -58.51492
H -102.06257 34.33177 -60.02021
H -99.90949 34.80529 -59.57713
H -100.25417 36.09194 -58.27084
H -100.10985 37.38326 -60.08531
C -109.89708 38.46583 -57.36859
C -108.80918 39.23184 -58.03382
O -108.33956 38.60506 -59.17859
H -110.88508 38.56862 -57.81648
H -110.12256 38.73089 -56.41610
H -109.59319 37.38603 -57.32251
H -107.93419 39.27807 -57.29970
H -109.07428 40.25591 -58.25488
H -107.94172 37.76390 -59.07380
C -106.40095 30.61084 -55.07553
C -107.70627 31.54236 -55.20386
O -108.10037 32.06317 -54.00379
H -105.60444 31.06479 -54.92206
H -106.32121 30.32848 -56.03426
H -106.54239 29.78671 -54.32217
H -108.46695 30.97319 -55.78415
H -107.60180 32.32150 -55.87374
H -109.05371 32.39906 -54.20301


(4)
Entry from the OMol25 dataset: C28H70AsF6MgNO17 as an isolated structure at a distorted geometry (wB97M-V/def2-TZVPD).

Properties
DFT total energy	-5477.507809	hartree
frontier orbital gap	0.2786	Ha
charge	0
molar mass	906.1	g/mol

Geometry (Å):
Mg -0.14818 -2.64329 1.73654
N -2.90798 -2.93661 0.20089
O -4.04073 -2.61339 0.47920
O -2.58645 -3.44899 -0.88551
O -1.98521 -2.70835 1.05379
As -0.30529 0.58939 0.21070
F 0.65965 1.30605 1.46431
F 1.10222 0.57966 -0.82565
F -1.33308 -0.20999 -0.92635
F -1.70867 0.41533 1.27962
F -0.87035 2.11488 -0.43470
F 0.15821 -1.02269 0.89290
C 0.78952 -2.99204 -1.22356
O 0.45689 -3.52380 0.04247
C 0.37001 -4.92706 0.14497
C 0.14264 -5.45963 1.58692
O -0.14583 -4.40421 2.55675
C -0.33290 -4.93102 3.85770
H 1.08437 -1.95764 -1.11853
H 0.03782 -3.22574 -1.98200
H 1.62715 -3.55838 -1.66384
H 1.24538 -5.40331 -0.30509
H -0.51127 -5.24329 -0.41994
H 0.98887 -6.03589 1.95789
H -0.74886 -6.08155 1.54031
H -0.97109 -4.24135 4.40291
H 0.60925 -5.04585 4.40311
H -0.76446 -5.93253 3.84999
C -5.05506 4.63725 -4.70536
O -4.79315 3.40133 -4.10094
C -3.54570 2.81742 -4.35177
C -2.52542 3.21744 -3.29167
O -2.56699 4.60962 -3.09381
C -1.88613 5.04994 -1.95150
H -4.43132 5.41971 -4.26499
H -6.06584 4.97112 -4.45366
H -5.00585 4.57563 -5.79635
H -3.13504 3.02901 -5.34835
H -3.58844 1.72661 -4.37327
H -1.49781 2.94544 -3.56219
H -2.83689 2.67702 -2.38809
H -1.93040 6.14087 -1.93573
H -0.81122 4.83065 -1.98266
H -2.30111 4.68026 -1.00974
C -4.80949 4.82183 3.43992
O -4.27358 4.82606 2.14177
C -2.89447 5.10914 2.03453
C -2.01373 3.83526 2.11815
O -1.31185 3.57307 3.29978
C -2.04427 3.16251 4.42118
H -5.85989 5.11055 3.46055
H -4.25999 5.54974 4.04843
H -4.74301 3.85480 3.94902
H -2.43731 5.71541 2.83116
H -2.75692 5.63459 1.09441
H -1.39873 3.84920 1.21291
H -2.56631 2.90471 1.90551
H -2.60670 2.24189 4.23828
H -2.70480 3.94843 4.79521
H -1.31996 2.99351 5.21787
C 8.16387 1.34277 0.75561
O 7.67218 0.06248 1.07533
C 6.78300 -0.37315 0.09206
C 5.43298 0.37029 0.07571
O 5.00779 0.37560 1.42227
C 3.77817 1.06658 1.57007
H 9.10522 1.59329 1.24742
H 7.49685 2.09873 1.20282
H 8.22563 1.60667 -0.30206
H 6.50247 -1.41051 0.29014
H 7.17457 -0.43488 -0.92956
H 4.73874 -0.08137 -0.64234
H 5.48892 1.41586 -0.25544
H 3.02270 0.64987 0.89878
H 3.94210 2.08920 1.21348
H 3.32725 1.14531 2.55625
C -4.95923 -2.13846 -2.88463
O -5.28750 -1.45476 -1.71162
C -4.71910 -0.20401 -1.59214
C -5.07416 0.60474 -0.33362
O -5.53526 -0.30206 0.64708
C -5.57475 0.25185 1.93497
H -5.50122 -1.64307 -3.70528
H -5.19492 -3.19635 -2.83311
H -3.89010 -2.04406 -3.11551
H -4.96591 0.43188 -2.46259
H -3.61971 -0.27391 -1.60400
H -5.85687 1.33054 -0.60040
H -4.25015 1.22103 0.04104
H -4.55421 0.29910 2.34268
H -6.24507 -0.33764 2.55663
H -5.92063 1.29550 1.93497
C 7.48803 -2.50137 -4.88194
O 6.14970 -2.33144 -5.28097
C 5.30446 -2.35644 -4.14794
C 3.91745 -1.84741 -4.49164
O 3.25958 -1.34402 -3.33225
C 3.36463 0.06174 -3.23420
H 7.59471 -3.40671 -4.27362
H 7.92116 -1.67579 -4.30497
H 8.11422 -2.60620 -5.76726
H 5.72443 -1.72271 -3.35285
H 5.23693 -3.34006 -3.67011
H 3.32269 -2.73195 -4.73720
H 3.84120 -1.16895 -5.34022
H 3.10107 0.38899 -2.22695
H 2.60359 0.58109 -3.82939
H 4.36406 0.41139 -3.50452
C -1.76860 -1.12752 3.97197
O -0.58802 -1.68419 3.37959
C 0.59884 -1.09611 3.93378
C 1.84160 -1.88388 3.55770
O 1.67412 -2.42925 2.25521
C 2.89131 -2.82575 1.63604
H -1.78243 -0.05772 3.76617
H -1.79918 -1.42830 5.01981
H -2.63760 -1.54294 3.46254
H 0.53072 -1.12681 5.02684
H 0.65617 -0.03871 3.66798
H 2.00973 -2.72646 4.23908
H 2.70103 -1.21749 3.66007
H 3.77385 -2.39858 2.11382
H 2.89010 -2.59790 0.57474
H 3.05253 -3.90435 1.75126